28
Properties=species:S:1:pos:R:3:nbo_charge:R:1 method="wB97M-V/def2-TZVPD" e_tot_ev=-21880.3894 e_above_lowest_kcal_mol=17.8 total_charge=+1
Sn -22.7409 22.4688 6.7781 1.653
O -22.5263 20.1391 8.4031 -1.239
H -22.5615 19.2934 8.8644 0.463
C -24.0379 24.5122 2.4582 -0.636
C -23.7303 24.2891 3.9300 -0.076
C -24.5853 25.2165 4.7797 -0.067
O -24.2857 24.8040 6.0994 -0.602
C -25.0123 25.4102 7.1472 -0.276
N -24.0781 22.9025 4.2542 -0.870
H -25.0996 24.4659 2.2206 0.223
H -23.4601 23.8953 1.7698 0.234
H -23.6557 25.5097 2.2195 0.229
H -22.6722 24.4532 4.1416 0.191
H -25.6480 25.0699 4.5715 0.186
H -24.2877 26.2482 4.5847 0.206
H -25.1866 26.4797 6.9991 0.201
H -24.7125 25.2448 8.1793 0.214
H -26.0474 25.0675 7.0275 0.181
H -24.2756 22.3402 3.4350 0.404
H -24.9792 22.8475 4.7215 0.373
C -23.9326 19.1791 5.3587 0.788
O -23.4861 20.3281 5.1281 -0.790
N -23.7591 18.5765 6.5379 -0.823
N -24.4421 18.3545 4.4182 -0.817
H -23.9231 17.5891 6.6088 0.386
H -23.2615 19.1057 7.2632 0.448
H -24.6874 18.7661 3.5345 0.411
H -24.5722 17.3941 4.6714 0.406